86
Properties=species:S:1:pos:R:3:lowdin_spin:R:1 method="wB97M-V/def2-TZVPD" homo_lumo_gap_ev="6.438 / 6.899" s2=0.7547 homo_ha="-0.1445 / -0.1845" multiplicity=2 charge=-1
Hg -0.351 0.222 -0.433 0.46
O -3.351 -1.567 2.367 0.01
O 3.438 0.006 1.954 0.01
N 0.126 2.720 1.506 0.02
N -2.282 -0.953 0.424 0.14
N 0.755 4.816 1.321 0.00
N 2.018 -0.191 0.143 0.11
N -0.009 -0.686 1.801 0.01
C -1.116 -0.764 2.507 0.00
C 3.414 3.299 -1.396 0.00
C 1.229 -0.093 3.721 0.00
C -2.373 -1.123 1.743 0.01
C 4.968 -0.462 -2.860 0.00
C -0.588 4.793 1.014 0.00
C 2.517 3.242 2.107 0.00
C -0.955 3.490 1.138 0.01
C -5.380 -0.435 -1.533 0.00
C 4.670 -1.559 -2.073 0.00
C 1.143 3.542 1.618 0.00
C 3.269 0.791 -1.688 0.00
C 2.140 -3.167 0.231 0.00
C 2.492 2.088 -1.564 0.01
C -5.382 -1.557 -2.344 0.01
C 3.696 -1.526 -1.075 0.00
C 4.243 0.700 -2.673 0.00
C 0.073 -0.190 4.489 0.00
C -4.377 -2.496 -2.191 0.00
C -3.356 -2.338 -1.259 0.00
C 1.571 2.275 -2.773 0.03
C -4.383 -0.232 -0.588 0.01
C -1.135 -3.008 -2.178 0.01
C -2.278 -3.416 -1.238 0.00
C -4.431 1.008 0.281 0.00
C -1.714 -3.791 0.137 0.00
C 1.127 -0.323 2.355 0.00
C -5.650 0.962 1.208 0.00
C -4.425 2.282 -0.568 0.00
C 3.533 -2.849 -0.323 0.00
C 2.317 -0.182 1.433 0.01
C -1.132 -0.518 3.872 0.00
C -3.350 -1.187 -0.442 0.01
C 4.597 -2.954 0.782 0.00
C 3.002 -0.312 -0.841 0.01
H 4.478 -2.126 1.481 0.00
H -5.669 1.833 1.869 0.00
H 3.263 3.812 1.552 0.00
H -0.708 -2.057 -1.851 0.02
H 2.193 0.165 4.135 0.00
H -2.065 -0.603 4.410 0.00
H 0.925 1.404 -2.901 0.03
H 5.740 -0.519 -3.620 0.00
H 1.951 -2.665 1.176 0.00
H 2.827 4.192 -1.162 0.00
H -0.979 -3.061 0.470 0.00
H -3.507 2.342 -1.157 0.01
H -4.488 3.168 0.070 0.00
H -1.226 -4.768 0.077 0.00
H -0.340 -3.759 -2.173 0.00
H 3.754 -3.624 -1.063 0.00
H 4.503 -3.900 1.324 0.00
H -6.165 -1.704 -3.079 0.00
H -2.745 -4.316 -1.650 0.00
H -1.927 3.045 1.011 0.00
H -1.135 5.681 0.747 0.00
H 4.450 1.560 -3.303 0.00
H -5.271 2.306 -1.260 0.00
H -1.494 -2.886 -3.202 0.00
H -3.540 1.016 0.909 0.00
H 1.873 2.024 -0.669 0.02
H -5.608 0.062 1.824 0.00
H 0.934 3.155 -2.645 0.00
H -2.505 -3.844 0.887 0.00
H 2.594 3.509 3.165 0.00
H 4.128 3.117 -0.591 0.00
H 5.599 -2.891 0.352 0.00
H -6.170 0.302 -1.646 0.00
H 2.754 2.184 2.018 0.00
H -6.577 0.946 0.629 0.00
H 3.978 3.501 -2.311 0.00
H 1.352 5.622 1.311 0.00
H 2.059 -4.243 0.406 0.00
H 2.158 2.400 -3.688 0.00
H 0.107 0.004 5.554 0.00
H 5.205 -2.490 -2.236 0.00
H 1.355 -2.869 -0.467 0.00
H -4.381 -3.387 -2.813 0.00

18
Properties=species:S:1:pos:R:3:nbo_charge:R:1 method="wB97M-V/def2-TZVPD" homo_lumo_gap_ev=11.689 relative_energy_kcal_mol=39.1 homo_ha=-0.5556 charge=+1
N 1.136 0.764 -1.816 -0.64
N 1.586 -1.472 -0.787 -0.61
C 0.815 -1.289 0.119 0.26
C 0.004 0.068 0.173 -0.18
C 0.260 1.072 -0.965 0.27
C -0.148 0.788 1.544 -0.59
C -1.467 -0.291 -0.189 -0.60
H -1.056 1.367 1.496 0.23
H -0.077 2.079 -0.894 0.22
H 1.529 1.345 -2.578 0.43
H 0.680 1.321 1.954 0.24
H -2.032 0.567 -0.485 0.23
H 1.974 -2.443 -0.806 0.42
H 0.549 -1.916 0.905 0.20
H 1.539 -0.371 -1.467 0.43
H -1.961 -0.588 0.704 0.24
H -0.176 -0.041 2.188 0.22
H -1.535 -1.004 -1.004 0.23

57
Properties=species:S:1:pos:R:3:nbo_charge:R:1 method="wB97M-V/def2-TZVPD" homo_lumo_gap_ev=10.674 homo_ha=-0.4843 charge=+1
Cl -0.274 4.668 0.277 -0.04
F -2.539 -0.250 0.798 -0.32
F -0.256 -1.850 0.173 -0.29
F 0.366 -1.578 2.240 -0.30
F -6.269 -2.217 2.192 -0.33
F -2.270 -2.205 1.783 -0.30
F 0.547 1.827 -7.033 -0.31
O -6.165 -4.135 3.386 -0.49
O 0.440 0.705 -3.789 -0.52
O -5.139 -5.460 1.919 -0.49
O 1.875 0.880 -5.473 -0.48
O 2.451 0.900 0.059 -0.55
O -6.044 -6.358 3.779 -0.53
O 2.642 0.370 -3.422 -0.58
N 0.350 0.249 0.861 -0.26
C -1.810 -0.934 1.712 0.51
C 0.588 0.882 -6.076 0.45
C -5.211 -4.171 1.313 -0.13
C 0.668 3.130 0.228 -0.16
C -0.318 1.207 -4.904 -0.13
C 0.811 2.576 1.650 -0.46
C -5.811 -5.425 3.098 0.97
C -0.026 2.196 -0.787 -0.47
C -0.068 0.675 -0.535 -0.23
C 1.746 0.630 -4.155 0.98
C -0.341 -1.046 1.231 0.79
C 4.866 0.544 0.645 -0.45
C -0.021 1.322 1.855 -0.23
C 3.748 0.478 -0.403 -0.07
C 4.710 1.654 1.687 -0.61
C 1.852 -0.048 0.865 0.11
C -5.482 -3.276 2.505 0.45
H 3.986 1.404 2.470 0.19
H 0.565 0.140 -1.245 0.26
H -4.585 -2.898 3.002 0.14
H -1.052 2.547 -0.916 0.24
H -6.050 -4.136 0.616 0.21
H 0.471 2.331 -1.751 0.26
H 2.205 -0.025 1.902 0.21
H -1.087 0.320 -0.675 0.24
H 1.644 3.424 -0.148 0.24
H 4.983 -0.422 1.146 0.21
H 3.976 1.117 -1.258 0.22
H 0.127 0.916 2.858 0.24
H 1.961 -1.055 0.441 0.21
H 3.655 -0.544 -0.792 0.19
H 4.402 2.602 1.231 0.21
H 0.414 -0.094 -6.533 0.17
H -1.890 -0.460 2.695 0.18
H 5.660 1.834 2.195 0.24
H 5.793 0.731 0.094 0.23
H 1.857 2.394 1.889 0.25
H 0.430 3.312 2.362 0.27
H -1.289 0.724 -4.946 0.22
H -0.435 2.287 -4.807 0.21
H -1.077 1.564 1.698 0.24
H -4.283 -3.950 0.793 0.20

Number 1: DFT total energy -1937.30161 Eh. Number 2: DFT total energy -306.32122 Eh. Number 3: DFT total energy -2303.36377 Eh.